No. 1
10
Properties=species:S:1:pos:R:3:forces:R:3 method="wB97M-V/def2-TZVPD" charge=0 fmax_ev_per_a=0.64 gap_ev=11.297 e_above_lowest_kcal_mol=34.5 e_lumo_ev=0.92 spin_multiplicity=1 energy_ev=-8305.5808 homo_energy_ev=-10.3772
C 2.070094 -0.482364 -0.744465 -0.438 0.218 0.405
C 1.232029 -0.049325 0.002018 0.472 -0.200 -0.373
C 0.231116 0.494876 0.918976 0.082 0.070 0.011
O -0.948281 -0.321530 0.987921 -0.084 -0.030 -0.027
C -1.763217 -0.256384 -0.077014 -0.017 0.108 -0.249
O -1.581713 0.409192 -1.058877 -0.082 -0.230 0.441
H 2.806447 -0.862503 -1.413637 -0.057 0.022 0.051
H -0.046702 1.506170 0.614939 0.040 -0.061 -0.005
H 0.616212 0.516039 1.940451 -0.038 -0.004 -0.156
H -2.629696 -0.911648 0.104504 0.122 0.106 -0.098

No. 2
10
Properties=species:S:1:pos:R:3:forces:R:3 method="wB97M-V/def2-TZVPD" charge=0 fmax_ev_per_a=0.52 gap_ev=10.511 e_above_lowest_kcal_mol=101.0 e_lumo_ev=0.81 spin_multiplicity=1 energy_ev=-8302.6970 homo_energy_ev=-9.6977
C 0.620172 1.668951 -0.731103 -0.124 0.201 0.003
O 1.439345 0.474776 -0.749858 0.130 -0.386 0.150
C 1.086665 -0.649374 -0.212713 -0.054 0.392 -0.151
O -0.116064 -0.422829 0.445743 -0.065 -0.318 -0.140
C -0.838687 -1.508940 0.633251 -0.367 -0.363 0.083
C -1.584010 -2.441656 0.736240 0.297 0.325 -0.037
H 0.943499 2.247060 -1.594840 -0.001 -0.031 0.155
H -0.434068 1.407153 -0.811446 0.153 0.125 -0.010
H 0.810012 2.211755 0.196483 -0.072 -0.052 -0.138
H -2.235764 -3.282204 0.793033 0.104 0.105 0.085

No. 3
10
Properties=species:S:1:pos:R:3:forces:R:3 method="wB97M-V/def2-TZVPD" charge=0 fmax_ev_per_a=0.75 gap_ev=9.897 e_above_lowest_kcal_mol=122.7 e_lumo_ev=0.26 spin_multiplicity=1 energy_ev=-8301.7574 homo_energy_ev=-9.6335
O -1.306978 -0.844798 1.072456 -0.052 -0.228 -0.154
C -1.093444 0.319138 0.324575 0.031 0.318 -0.121
C 0.124858 0.264433 -0.534764 -0.180 -0.010 -0.150
C 0.835239 0.271022 -1.635542 -0.110 -0.015 0.399
C 1.763157 0.034034 -0.533092 0.723 -0.058 -0.183
O 2.940612 -0.137636 -0.343530 -0.587 0.059 0.002
H -1.471163 -1.576797 0.462588 0.021 0.053 0.152
H -1.023019 1.147198 1.034575 0.008 -0.091 -0.110
H -1.902706 0.544977 -0.386640 0.057 -0.031 0.104
H 1.133443 -0.021574 0.539377 0.091 0.003 0.062

No. 4
10
Properties=species:S:1:pos:R:3:forces:R:3 method="wB97M-V/def2-TZVPD" charge=0 fmax_ev_per_a=3.66 gap_ev=10.769 e_above_lowest_kcal_mol=49.9 e_lumo_ev=0.84 spin_multiplicity=1 energy_ev=-8304.9123 homo_energy_ev=-9.9334
O -1.771111 -0.082445 -1.485670 -0.476 -0.252 -1.067
C -1.022184 -0.231295 -0.568750 0.524 1.007 0.706
O -1.449551 -0.568267 0.655294 -2.985 -0.644 0.673
C 0.411398 0.124957 -0.561827 3.100 0.028 -0.211
C 1.060485 0.875639 0.723548 -0.883 -0.271 -2.004
C 1.384862 -0.361505 0.540840 -2.203 2.768 -0.933
H -2.487666 -0.647112 0.613934 2.909 0.199 -0.091
H 0.968711 0.187016 -1.593474 -1.670 0.332 1.942
H 1.005758 1.941388 1.032657 0.391 -1.423 0.115
H 1.899298 -1.238376 0.643447 1.293 -1.744 0.870

No. 5
10
Properties=species:S:1:pos:R:3:forces:R:3 method="wB97M-V/def2-TZVPD" charge=0 fmax_ev_per_a=4.84 gap_ev=8.949 e_above_lowest_kcal_mol=94.7 e_lumo_ev=0.41 spin_multiplicity=1 energy_ev=-8302.9727 homo_energy_ev=-8.5345
C -1.286695 0.365806 0.598701 -1.271 -0.964 -0.409
C 1.077105 0.289402 0.166933 2.804 -3.191 -2.330
O 1.154478 1.186361 -0.819485 -0.602 0.308 0.615
C -0.691251 -0.675015 -0.026539 -1.330 1.540 1.373
C 0.263533 -1.302767 -0.565787 1.460 1.463 0.746
O 1.864038 0.121971 1.040183 -1.610 0.742 0.061
H 0.442995 1.033140 -1.459131 0.082 -0.053 0.154
H -1.329512 0.402406 1.679137 0.309 -0.012 0.021
H -2.078648 0.897743 0.083960 0.103 0.132 -0.041
H 0.583957 -2.319047 -0.697973 0.056 0.036 -0.189

No. 6
10
Properties=species:S:1:pos:R:3:forces:R:3 method="wB97M-V/def2-TZVPD" charge=0 fmax_ev_per_a=0.88 gap_ev=11.013 e_above_lowest_kcal_mol=50.4 e_lumo_ev=0.61 spin_multiplicity=1 energy_ev=-8304.8913 homo_energy_ev=-10.4001
C 2.686534 -0.361225 -0.420621 -0.135 0.377 -0.199
C 1.771342 0.426048 -0.401874 0.344 -0.809 0.022
C 0.453088 0.456629 0.206802 -0.197 -0.392 0.672
O 0.376321 0.172592 1.377609 -0.306 0.482 -0.202
O -0.590301 0.595392 -0.620630 0.146 -0.109 0.191
C -1.804082 0.061915 -0.054143 -0.351 -0.048 0.081
H 3.425688 -1.119836 -0.328435 0.337 0.185 -0.287
H -2.643276 0.643457 -0.428060 0.161 0.054 -0.094
H -1.914772 -0.983070 -0.363795 0.099 0.202 -0.010
H -1.760542 0.108095 1.033143 -0.097 0.058 -0.174

No. 7
10
Properties=species:S:1:pos:R:3:forces:R:3 method="wB97M-V/def2-TZVPD" charge=0 fmax_ev_per_a=5.06 gap_ev="8.376 / 8.377" e_above_lowest_kcal_mol=95.8 e_lumo_ev="-0.39 / -0.39" spin_multiplicity=1 energy_ev=-8302.9213 homo_energy_ev="-8.7673 / -8.7678"
C -0.936175 -1.197417 -0.037301 0.000 -1.007 1.189
C -1.221485 0.865633 0.463737 0.053 1.161 -0.998
C 0.264178 -0.767339 0.012464 -2.372 1.009 0.653
C 1.392669 -0.066866 -0.462990 2.874 -0.317 4.151
O -1.902586 -1.815558 0.263295 -0.783 -0.026 -0.687
O -1.938410 1.553335 -0.201590 1.997 -2.378 1.712
H -0.782900 1.020941 1.495009 -0.717 0.010 -0.702
H 1.342498 0.916573 0.016471 0.441 0.193 -0.165
H 1.373912 0.018305 -1.448276 0.396 0.629 -4.484
H 2.408300 -0.527608 -0.100815 -1.889 0.727 -0.667

No. 8
10
Properties=species:S:1:pos:R:3:forces:R:3 method="wB97M-V/def2-TZVPD" charge=0 fmax_ev_per_a=10.38 gap_ev="6.610 / 7.573" e_above_lowest_kcal_mol=71.3 e_lumo_ev="0.67 / -2.75" spin_multiplicity=3 energy_ev=-8300.9005 homo_energy_ev="-5.9410 / -10.3226"
C 0.928302 0.016536 0.023850 9.475 -2.664 3.309
C 2.251736 -0.431562 0.291949 -1.629 2.153 -5.125
C -0.233356 0.369093 -0.505222 -6.880 1.204 -0.913
C -1.596058 0.194207 0.004522 -0.923 -2.191 0.334
O 3.370110 -0.550732 0.011834 3.146 -0.653 -0.073
O 1.415920 -0.620893 1.230659 -3.871 -0.964 5.075
H -0.107760 0.740837 -1.449250 -0.037 1.193 -2.316
H -1.707140 -0.367498 0.962300 0.606 0.743 -0.381
H -2.204192 -0.488509 -0.663103 0.390 0.907 0.151
H -2.117560 1.138522 0.092460 -0.277 0.271 -0.062

No. 9
11
Properties=species:S:1:pos:R:3:forces:R:3 method="wB97M-V/def2-TZVPD" charge=0 fmax_ev_per_a=3.40 gap_ev="9.434 / 7.581" e_above_lowest_kcal_mol=11.7 e_lumo_ev="0.55 / -1.33" spin_multiplicity=3 energy_ev=-19138.4225 homo_energy_ev="-8.8851 / -8.9158"
C -1.209427 2.135425 -0.091339 -2.141 1.641 0.383
C -0.991881 0.850087 -0.134544 0.065 0.605 -0.008
C -0.470636 -0.196953 0.825533 1.794 2.286 -1.767
C 0.010169 -0.112899 -0.635700 -0.622 0.057 0.813
O -1.732792 3.203470 -0.012601 1.607 -2.027 -0.305
O 2.533527 -2.554370 -0.983370 0.153 -0.096 -0.723
S 2.178692 -2.316308 0.420561 -0.058 -0.001 0.757
H 0.225008 0.090039 1.607394 -0.100 -0.021 -0.113
H -1.288283 -0.733024 1.084009 -1.905 -2.439 0.845
H -0.142898 -0.845699 -1.444516 -0.183 0.430 0.676
H 0.888518 0.480229 -0.635430 1.390 -0.433 -0.556

No. 10
11
Properties=species:S:1:pos:R:3:forces:R:3 method="wB97M-V/def2-TZVPD" charge=0 fmax_ev_per_a=2.30 gap_ev=11.127 e_above_lowest_kcal_mol=108.5 e_lumo_ev=0.74 spin_multiplicity=1 energy_ev=-10350.5052 homo_energy_ev=-10.3895
O -0.715457 1.242267 -1.381636 -1.253 0.788 0.252
C -0.897869 0.941899 -0.202868 -0.015 1.717 -0.510
C 0.161587 0.039831 0.196267 -1.811 -1.157 -0.810
C 1.111325 0.353248 -0.899784 1.627 -0.308 1.094
O 1.806694 1.185070 -0.344777 0.834 0.065 -1.193
C -0.085165 -1.089406 1.051197 0.189 -0.350 0.699
O -1.142032 -0.956069 0.137116 0.609 -0.910 -0.402
H -1.718484 1.296039 0.410254 -0.142 0.033 0.138
H 1.270101 -0.101736 -1.891053 -0.099 0.093 0.333
H 0.508597 -1.972952 0.823269 0.218 0.085 0.268
H -0.299297 -0.938189 2.102011 -0.157 -0.057 0.131

Short version: molar mass = 84.07; 84.07; 84.07; 84.07; 84.07; 84.07; 84.07; 84.07; 116.14; 100.07 Da, in the order given.